C5H5FeO3 as an isolated structure, computed with ωB97M-V/def2-TZVPD.

Last column: Löwdin spin population.
Geometry (Å):
O  -0.188  -1.492  -1.598  0.168
C  0.540  -1.421  -0.531  0.141
O  -0.087  -1.767  0.676  0.023
Fe  -1.309  -0.003  -2.080  4.000
H  1.532  -1.905  -0.619  0.015
O  -1.690  2.726  -0.467  0.027
C  -0.960  1.589  -0.763  0.084
C  0.056  1.214  -0.017  0.438
C  0.936  0.165  0.358  0.065
C  0.508  -0.752  1.509  0.016
H  -2.456  2.763  -1.044  0.015
H  2.006  0.404  0.310  0.005
H  1.362  -1.164  2.068  0.001
H  -0.250  -0.357  2.198  0.002

The HOMO-LUMO gap (spin up / spin down) is 5.799 / 7.566 eV. As for the lowest unoccupied orbital energy (spin up / spin down): -0.794 / -1.241 eV. The value obtained for the largest force on an atom is 2.28 eV Å⁻¹. Its highest occupied orbital energy (spin up / spin down) is -6.6 / -8.8 eV. The calculation puts the total energy at -45789.559 eV. The spin multiplicity is 6. As for the expectation value of S²: 8.802. The energy above the lowest of the compared OMol25 structures with the same formula, charge and spin comes out at 27.50 kJ/mol.